Record 1
ORCA calculation (wB97M-V/def2-TZVPD) on C54H65KN6O5S2Sb2 as an isolated structure.

Each line ends with the Mulliken charge.
Element x y z (Å)
K 0.448 0.224 -0.304  1.268
C 5.533 0.976 0.074  -0.567
C 5.983 -0.285 0.468  -1.121
C 5.091 -1.137 1.101  -0.648
C 3.761 -0.739 1.334  1.799
C 3.241 0.514 0.922  -0.361
C 4.207 1.331 0.295  -0.524
C 2.865 -1.700 2.043  -0.553
C 3.420 -2.740 2.864  -0.793
C 2.614 -3.624 3.504  -1.746
C 1.209 -3.491 3.393  2.271
C 0.288 -4.321 4.069  -0.813
C -1.058 -4.078 3.986  -0.997
C -1.528 -2.984 3.229  -0.471
C -0.654 -2.174 2.557  0.650
C 0.739 -2.414 2.607  -0.234
N 1.562 -1.562 1.935  0.909
H 6.214 1.665 -0.419  0.344
H 7.003 -0.599 0.280  0.299
H 5.442 -2.131 1.363  0.190
H 3.902 2.319 -0.059  0.252
H 4.490 -2.804 2.991  0.441
H 3.030 -4.411 4.125  0.406
H 0.666 -5.145 4.666  0.416
H -1.759 -4.717 4.509  0.350
H -2.588 -2.762 3.181  0.509
H -1.022 -1.301 2.026  -1.285
O 1.541 -3.995 -4.649  -0.489
C 2.729 -3.394 -4.622  0.320
O 3.604 -3.712 -5.398  -0.676
C 2.917 -2.375 -3.570  0.358
C 4.076 -2.206 -2.843  -1.164
N 3.819 -1.271 -1.917  0.198
N 2.565 -0.809 -1.994  0.606
C 1.999 -1.462 -2.995  0.437
C 0.602 -1.023 -3.404  -0.319
O 0.426 -0.751 -4.601  -0.813
O -0.211 -0.910 -2.448  0.021
H 1.028 -3.816 -3.825  0.595
H 5.028 -2.705 -2.916  0.533
H 4.429 -0.910 -1.195  0.001
C -2.207 1.375 -3.434  0.018
C -3.346 0.851 -2.613  0.404
C -4.556 0.476 -3.253  -1.025
C -5.567 -0.044 -2.509  -1.172
C -5.406 -0.200 -1.114  1.156
C -6.423 -0.773 -0.315  -0.810
C -6.198 -0.928 1.025  -0.819
C -4.994 -0.495 1.604  -0.580
C -3.971 0.109 0.881  -0.157
S -2.542 0.668 1.693  0.323
C -4.176 0.221 -0.547  -0.578
N -3.178 0.734 -1.318  0.707
H -2.557 1.785 -4.383  0.498
H -1.509 0.559 -3.637  -0.155
H -1.677 2.148 -2.881  -0.607
H -4.647 0.596 -4.326  0.499
H -6.500 -0.356 -2.968  0.332
H -7.346 -1.099 -0.782  0.313
H -6.955 -1.381 1.656  0.323
H -4.849 -0.603 2.673  0.401
C -2.228 4.481 -1.427  -1.521
Sb -0.937 3.555 0.044  -0.254
C -2.001 4.470 1.676  -1.474
C 0.656 5.097 -0.040  -1.775
C 0.655 5.930 -1.273  0.766
C -0.179 7.052 -1.327  -0.569
C -0.292 7.840 -2.459  -0.631
C 0.450 7.518 -3.588  -0.745
C 1.303 6.427 -3.545  -0.530
C 1.434 5.625 -2.408  0.961
C 2.398 4.481 -2.447  -1.914
Sb 1.488 2.540 -2.894  0.297
C 3.237 1.771 -3.867  -1.261
C 0.547 3.179 -4.717  -1.498
H -2.531 5.480 -1.113  0.585
H -3.110 3.847 -1.539  0.443
H -1.724 4.558 -2.392  0.261
H -2.252 5.505 1.436  0.493
H -1.377 4.436 2.568  0.442
H -2.909 3.891 1.849  0.364
H 1.580 4.540 0.108  0.455
H 0.496 5.712 0.846  0.776
H -0.765 7.293 -0.446  0.365
H -0.958 8.694 -2.462  0.379
H 0.374 8.114 -4.489  0.377
H 1.899 6.182 -4.418  0.282
H 2.924 4.356 -1.499  0.631
H 3.144 4.649 -3.227  0.677
H 3.648 2.516 -4.550  0.600
H 2.948 0.876 -4.419  0.325
H 3.978 1.499 -3.115  0.279
H 1.263 3.683 -5.369  0.503
H -0.283 3.853 -4.502  0.332
H 0.169 2.282 -5.208  0.419
C -4.151 -3.415 -1.277  -1.143
C -2.747 -4.001 -1.176  -0.623
C -1.748 -2.913 -0.822  0.900
S -0.015 -3.384 -0.973  1.439
O 0.167 -3.994 -2.340  -1.158
C 0.006 -4.827 0.112  -1.007
C 1.446 -5.308 0.235  0.145
C 1.559 -6.569 1.084  -1.576
H -4.888 -4.184 -1.523  0.453
H -4.190 -2.646 -2.050  0.214
H -4.454 -2.940 -0.340  0.192
H -2.452 -4.453 -2.126  0.327
H -2.731 -4.791 -0.420  0.308
H -1.876 -2.546 0.199  -0.154
H -1.826 -2.061 -1.502  -0.484
H -0.628 -5.583 -0.355  0.882
H -0.411 -4.543 1.083  0.152
H 2.051 -4.511 0.675  -0.086
H 1.840 -5.491 -0.767  0.479
H 1.162 -6.397 2.087  0.266
H 2.600 -6.886 1.181  0.391
H 0.996 -7.393 0.637  0.391
N 0.911 3.117 2.649  -0.666
C 0.576 2.241 3.321  0.180
N 0.181 1.224 4.095  0.758
C -1.067 1.513 4.822  -0.835
C -1.573 0.255 5.500  -0.113
C -0.503 -0.332 6.414  -1.207
C 0.759 -0.622 5.606  0.494
C 1.261 0.619 4.885  -1.063
H -1.795 1.863 4.090  0.311
H -0.890 2.304 5.569  0.440
H -1.848 -0.459 4.720  -0.163
H -2.478 0.503 6.059  0.462
H -0.861 -1.250 6.887  0.456
H -0.277 0.380 7.218  0.391
H 0.530 -1.397 4.875  -0.466
H 1.563 -1.000 6.243  0.456
H 2.072 0.379 4.198  0.230
H 1.637 1.346 5.622  0.517

Calculated values
Highest occupied orbital energy: -2.1 eV
LUMO energy: 0.13378 Eh
Orbital gap: 5.79 eV
Molar mass: 1224.90 g mol⁻¹
Strongest force on any atom: 0.643 eV/Å
ΔE to the lowest compared entry with this formula, charge and spin: 0.0 kcal per mole
Total charge: -2

***

Record 2
ORCA calculation (wB97M-V/def2-TZVPD) on a 3-piece molecular cluster, C54H67BBrN2O8P overall in a non-equilibrium geometry.

Each line ends with the Mulliken charge.
Element x y z (Å)
C 4.412 -6.689 1.333  -0.720
C 5.001 -5.975 -0.031  -0.489
C 4.966 -4.316 0.027  -0.439
C 5.423 -3.707 1.477  -0.547
C 4.195 -3.085 2.383  -0.392
C 3.257 -2.017 1.555  -0.412
C 2.357 -1.139 2.626  -0.545
C 1.776 0.185 1.799  -0.250
C 0.216 0.460 2.282  -0.864
C -0.794 -0.173 1.162  0.290
C -1.147 0.911 -0.022  -0.176
C -1.085 0.162 -1.517  -0.427
C -2.580 -0.167 -2.090  -0.582
C -3.010 -1.736 -2.141  -0.705
C -2.725 -2.627 -0.816  -0.286
C -3.838 -2.652 0.353  -0.216
C -5.174 -1.747 0.180  -0.356
C -6.389 -2.672 -0.397  -1.286
C -7.340 -3.408 0.700  1.195
C -8.856 -3.081 0.065  -0.789
C -9.290 -1.482 0.300  0.057
O -10.067 -1.089 1.328  -0.491
C -7.514 -2.871 2.219  -0.133
O -7.376 -1.718 2.857  -0.553
N -8.009 -4.150 2.928  -0.345
C -6.937 -5.162 2.471  0.026
B -7.061 -6.535 3.326  0.511
O -7.436 -7.892 2.788  -0.443
N -6.857 -6.521 4.834  -0.003
C -5.543 -5.953 5.271  -0.833
C -8.048 -6.001 5.594  -0.913
C -7.040 -5.050 0.865  0.099
P -8.103 -6.171 -0.220  0.191
O -7.954 -5.504 -1.860  -0.516
Br -7.175 -8.264 -0.518  -0.271
H 3.696 -5.993 1.948  0.131
H 5.320 -7.077 1.967  0.212
H 3.771 -7.623 0.986  0.298
H 4.291 -6.287 -0.926  0.285
H 6.076 -6.352 -0.325  0.277
H 3.935 -3.929 -0.368  0.218
H 5.778 -3.961 -0.771  0.239
H 6.010 -4.505 2.117  0.268
H 6.193 -2.826 1.254  0.285
H 4.687 -2.461 3.270  0.276
H 3.604 -3.974 2.868  0.078
H 3.964 -1.338 0.880  0.239
H 2.599 -2.661 0.818  0.110
H 1.508 -1.848 3.013  0.278
H 3.070 -0.774 3.490  0.302
H 2.492 1.074 2.061  0.182
H 1.831 0.024 0.633  0.260
H -0.001 1.612 2.503  0.294
H 0.042 -0.108 3.294  0.353
H -0.194 -1.054 0.624  -0.190
H -1.792 -0.595 1.661  -0.056
H -0.264 1.708 -0.021  -0.030
H -2.191 1.434 0.151  0.273
H -0.322 -0.727 -1.546  0.241
H -0.621 0.995 -2.237  0.280
H -3.431 0.460 -1.541  0.207
H -2.600 0.231 -3.216  0.325
H -4.141 -1.825 -2.425  0.185
H -2.409 -2.242 -3.039  0.389
H -2.577 -3.754 -1.186  0.358
H -1.674 -2.347 -0.327  -0.010
H -3.331 -2.364 1.393  0.333
H -4.199 -3.782 0.490  -0.119
H -5.082 -0.820 -0.549  0.108
H -5.392 -1.257 1.248  0.288
H -5.896 -3.540 -1.053  0.274
H -6.987 -2.013 -1.184  0.426
H -9.705 -3.712 0.584  0.390
H -8.862 -3.194 -1.123  0.390
H -8.888 -0.609 -0.400  0.252
H -8.846 -4.581 2.435  0.381
H -5.947 -4.537 2.705  -0.179
H -6.675 -8.477 3.116  0.304
H -5.714 -5.286 6.243  0.311
H -4.834 -6.841 5.622  0.238
H -4.979 -5.278 4.505  0.244
H -7.876 -6.232 6.752  0.304
H -8.108 -4.839 5.475  0.282
H -9.033 -6.568 5.305  0.290
H -5.935 -5.222 0.444  0.248
H -7.404 -6.125 -2.421  0.308
O 5.492 2.115 1.480  -0.740
C 5.835 3.286 1.586  0.496
C 4.945 4.371 1.124  0.121
C 3.693 4.057 0.581  -0.291
C 2.831 5.078 0.179  -0.602
C 3.214 6.411 0.319  -0.372
C 4.468 6.726 0.844  -0.852
C 5.338 5.704 1.241  0.340
C 6.670 6.045 1.779  0.574
O 7.037 7.214 1.831  -0.686
C 7.551 4.963 2.259  0.222
C 8.803 5.278 2.804  -0.605
C 9.629 4.264 3.291  -0.440
C 9.209 2.936 3.236  -0.506
C 7.968 2.617 2.680  -0.514
C 7.139 3.633 2.185  0.250
H 3.385 3.018 0.473  0.549
H 1.857 4.832 -0.239  0.462
H 2.536 7.207 0.018  0.387
H 4.762 7.769 0.946  0.455
H 9.135 6.314 2.855  0.452
H 10.598 4.512 3.718  0.388
H 9.848 2.146 3.625  0.395
H 7.649 1.577 2.638  0.489
O 3.104 6.087 -8.324  -0.679
C 2.896 6.312 -7.139  0.612
C 2.547 7.674 -6.685  0.146
C 2.433 8.709 -7.622  -0.584
C 2.065 9.989 -7.206  -0.435
C 1.808 10.239 -5.859  -0.510
C 1.938 9.213 -4.921  -0.448
C 2.314 7.929 -5.334  0.154
C 2.466 6.855 -4.333  0.441
O 2.315 7.093 -3.140  -0.668
C 2.795 5.490 -4.788  0.025
C 2.906 4.455 -3.850  -0.447
C 3.184 3.155 -4.274  -0.620
C 3.351 2.884 -5.632  -0.470
C 3.255 3.917 -6.568  -0.663
C 2.982 5.224 -6.144  0.494
H 2.627 8.520 -8.676  0.453
H 1.973 10.791 -7.936  0.391
H 1.508 11.234 -5.536  0.393
H 1.741 9.417 -3.870  0.444
H 2.773 4.658 -2.789  0.629
H 3.266 2.352 -3.545  0.504
H 3.558 1.869 -5.964  0.388
H 3.389 3.697 -7.626  0.463

Calculated values
Highest occupied orbital energy: -8.7 eV
LUMO energy: -0.04268 Eh
Orbital gap: 7.56 eV
Molar mass: 993.83 g mol⁻¹
Strongest force on any atom: 8.699 eV/Å
SMILES: CCCCCCCCCCCCCCCCCC[C@]1(CC=O)C(=O)N[C@@H](B(O)N(C)C)[C@H]1P(O)Br.O=C1c2ccccc2C(=O)c2ccccc21.O=C1c2ccccc2C(=O)c2ccccc21

***

molar mass of number 2 (C54H67BBrN2O8P)?
993.83 g mol⁻¹